Entry 1:
{"formula": "H3NO3PS", "method": "ωB97M-V with the def2-TZVPD basis set", "e_above_lowest_ev": 2.4993, "orbital_gap_ev": 7.908, "e_tot_ha": -1021.7964, "e_lumo_ev": 3.97, "charge": -1, "elements": ["N", "O", "O", "O", "P", "S", "H", "H", "H"], "positions_angstrom": [[-1.261, -0.796, 1.290], [-0.538, 0.188, -2.132], [1.315, -0.598, -0.326], [1.112, 1.774, -1.300], [-0.159, 0.279, 1.390], [0.065, 0.839, -0.994], [1.368, -1.273, -1.048], [-0.930, -1.711, 1.186], [-0.972, 1.298, 1.933]]}



Entry 2:
{"formula": "C2HBr3S", "method": "ωB97M-V with the def2-TZVPD basis set", "smiles": "BrSBr.C#CBr", "e_above_lowest_ev": 0.3121, "orbital_gap_ev": 8.292, "e_tot_ha": -8196.9470, "e_lumo_ev": -0.83, "charge": 0, "elements": ["C", "C", "S", "Br", "Br", "Br", "H"], "positions_angstrom": [[-1.033, 1.649, -0.184], [-0.374, 1.640, 0.817], [0.763, -1.330, -0.566], [2.258, -2.658, 0.308], [0.603, 1.766, 2.328], [-0.627, -2.620, -1.632], [-1.590, 1.552, -1.070]]}



Entry 3:
{"formula": "C32H29BrMoN3OP", "method": "ωB97M-V with the def2-TZVPD basis set", "e_above_lowest_ev": 1.0125, "orbital_gap_ev": [5.984, 5.822], "spin_multiplicity": 3, "e_tot_ha": -4459.3805, "e_lumo_ev": [-7.54, -7.80], "s2": 2.05, "charge": 2, "elements": ["Mo", "C", "C", "N", "N", "C", "O", "C", "C", "C", "C", "C", "C", "C", "C", "C", "C", "C", "N", "H", "H", "H", "H", "H", "H", "H", "H", "H", "H", "H", "H", "Br", "C", "C", "C", "C", "C", "C", "C", "C", "C", "C", "H", "H", "H", "H", "H", "H", "C", "P", "C", "C", "C", "C", "C", "C", "C", "H", "H", "H", "H", "H", "H", "H", "H", "H", "H", "H"], "positions_angstrom": [[0.602, 0.767, -0.005], [-3.424, 1.445, -1.586], [-1.980, 1.123, -1.454], [-1.262, 1.522, -0.422], [-1.806, 2.318, 0.475], [-0.903, 2.747, 1.328], [0.313, 2.339, 1.149], [-1.276, 3.642, 2.398], [-2.615, 4.010, 2.587], [-2.943, 4.860, 3.622], [-1.951, 5.355, 4.462], [-0.622, 4.990, 4.280], [-0.285, 4.128, 3.259], [-1.162, 0.507, -2.453], [-1.586, 0.210, -3.754], [-0.653, -0.146, -4.705], [0.693, -0.174, -4.344], [1.034, 0.070, -3.029], [0.141, 0.370, -2.074], [-3.787, 1.841, -0.640], [-3.591, 2.206, -2.348], [-3.998, 0.562, -1.860], [-3.368, 3.614, 1.922], [-3.970, 5.152, 3.778], [-2.211, 6.032, 5.260], [0.141, 5.384, 4.934], [0.736, 3.821, 3.093], [-2.634, 0.279, -3.996], [-0.956, -0.378, -5.712], [1.462, -0.401, -5.067], [2.074, 0.018, -2.735], [2.686, 0.795, 1.774], [1.582, 0.091, 3.216], [2.155, -0.038, 4.452], [1.438, -0.670, 5.475], [0.178, -1.146, 5.235], [-0.429, -1.000, 3.969], [-1.709, -1.530, 3.716], [-2.268, -1.443, 2.472], [-1.576, -0.798, 1.440], [-0.331, -0.249, 1.624], [0.278, -0.354, 2.905], [3.149, 0.336, 4.642], [1.907, -0.796, 6.437], [-0.373, -1.648, 6.015], [-2.232, -2.018, 4.525], [-3.241, -1.865, 2.270], [-2.077, -0.722, 0.480], [0.486, -2.755, -1.329], [1.516, -1.602, -0.354], [1.701, -2.627, 1.153], [3.194, -1.701, -1.058], [3.790, -2.930, -1.335], [5.079, -2.974, -1.838], [5.791, -1.803, -2.049], [5.213, -0.579, -1.752], [3.919, -0.529, -1.268], [0.999, -3.714, -1.384], [0.291, -2.394, -2.337], [-0.465, -2.899, -0.810], [1.997, -3.632, 0.855], [0.751, -2.693, 1.685], [2.466, -2.226, 1.819], [3.252, -3.851, -1.163], [5.526, -3.928, -2.068], [6.794, -1.844, -2.445], [5.769, 0.335, -1.887], [3.463, 0.444, -1.051]]}